No. 1
16
Properties=species:S:1:pos:R:3 method="wB97M-V/def2-TZVPD" relative_energy_kcal_mol=34.6 charge=0 smiles="NC(=O)O.O.O.O" orbital_gap_ev=10.70
N -0.3671 -0.2329 -2.0811
C -0.4155 0.7798 -1.1362
O 0.3702 0.5974 0.0276
O -0.9241 1.8787 -1.2899
H 0.3778 -0.8471 -2.0250
H -0.7467 0.0123 -2.9713
H 0.6276 1.4684 0.3804
H -2.4209 0.7917 1.3732
H -1.0440 0.3645 1.9529
O -1.8781 0.7551 2.0717
H 0.8031 -0.7332 1.7626
H 0.8172 -2.1996 1.9696
O 0.5104 -1.4034 2.3922
H 1.9162 -2.3714 -0.3686
H 2.9785 -1.5222 -0.9802
O 2.1408 -1.5794 -0.6652

=====

No. 2
17
Properties=species:S:1:pos:R:3 method="wB97M-V/def2-TZVPD" relative_energy_kcal_mol=36.8 charge=+1 orbital_gap_ev=9.77
C 1.1881 3.1593 -0.8871
C 2.0372 -0.3229 -0.0043
C -0.1205 -0.9815 -0.8000
C -1.3995 -1.1619 -0.0168
N 1.1791 -1.1917 -0.0991
O 2.1327 2.3798 -0.8751
O -1.0385 -0.8196 1.3024
I 4.1138 -0.9410 0.3550
H 1.2414 4.1877 -0.4226
H 0.2514 2.6934 -1.1678
H 0.0594 0.0407 -1.0347
H -0.0444 -1.6134 -1.7357
H -2.0103 -0.3725 -0.3338
H -1.8528 -2.1668 -0.2269
H 1.4021 -2.1764 0.0116
H 1.8395 0.8234 -0.1138
H -1.9656 -0.5892 1.7550

=====

No. 3
94
Properties=species:S:1:pos:R:3 method="wB97M-V/def2-TZVPD" charge=+1 orbital_gap_ev=10.46
C -4.5633 -4.4568 5.2415
C -4.9498 -4.1324 3.7858
C -4.3779 -2.7858 3.3334
C -3.7720 -2.8094 1.9339
C -3.3786 -1.3844 1.5228
C -2.6406 -1.3154 0.2467
N -2.1832 -2.3497 -0.4728
C -1.5937 -1.8935 -1.6208
C -1.7111 -0.5393 -1.6152
N -2.3396 -0.1920 -0.4251
B -2.6155 1.2196 0.0297
O -3.4030 1.9687 -0.7466
C -1.9314 1.7491 1.3512
C -0.6255 1.0277 1.7278
H -3.5865 -4.9304 5.2642
H -5.3073 -5.0661 5.7320
H -4.4664 -3.5296 5.7978
H -6.0337 -4.0847 3.7576
H -4.6145 -4.9245 3.1264
H -3.5679 -2.5106 4.0065
H -5.1104 -1.9838 3.3813
H -4.4628 -3.2394 1.2129
H -2.8594 -3.4049 1.9594
H -4.2786 -0.7777 1.4680
H -2.7672 -0.9685 2.3186
H -2.2708 -3.3136 -0.1949
H -1.1619 -2.5185 -2.3750
H -1.3838 0.1481 -2.3670
H -3.3855 2.8843 -0.4422
H -2.6361 1.6229 2.1721
H -1.7112 2.8097 1.2526
H 0.1257 1.0598 0.9438
H -0.1957 1.5243 2.5926
H -0.7731 -0.0068 2.0153
C 1.0309 3.1558 -3.4213
C 2.1419 2.3326 -4.0558
C 2.0470 0.8460 -3.7013
C 2.1415 0.6307 -2.2548
N 2.2213 0.4880 -1.1217
H 1.0856 3.1201 -2.3319
H 1.1149 4.2014 -3.7113
H 0.0447 2.7985 -3.7312
H 3.1103 2.7227 -3.7328
H 2.0994 2.4324 -5.1399
H 2.8456 0.2786 -4.1800
H 1.0965 0.4365 -4.0483
C -8.0056 -7.5123 4.3558
C -7.1495 -8.7680 4.4773
C -6.8338 -9.1372 5.9317
C -6.0918 -8.0694 6.6001
N -5.5057 -7.2275 7.1047
H -7.4914 -6.6403 4.7637
H -8.2322 -7.3032 3.3104
H -8.9511 -7.6276 4.8878
H -6.2153 -8.6274 3.9303
H -7.6673 -9.6082 4.0130
H -6.2354 -10.0472 5.9749
H -7.7539 -9.3164 6.4894
C 3.5507 4.8804 2.3960
C 2.2471 4.1282 2.1620
C 2.1568 3.5537 0.7410
C 2.2041 4.6229 -0.2552
N 2.2360 5.4683 -1.0260
H 3.6379 5.7465 1.7394
H 3.6124 5.2403 3.4221
H 4.4098 4.2346 2.2162
H 1.3985 4.7908 2.3472
H 2.1697 3.3020 2.8722
H 1.2265 3.0009 0.6074
H 2.9813 2.8632 0.5582
C 5.7915 2.5351 -6.9426
C 5.4340 3.4114 -8.1376
C 4.1638 4.2397 -7.9085
C 3.0057 3.3801 -7.6714
N 2.0995 2.7064 -7.4905
H 5.0093 1.8009 -6.7412
H 6.7143 1.9880 -7.1315
H 5.9352 3.1375 -6.0430
H 5.3045 2.7872 -9.0228
H 6.2572 4.0952 -8.3473
H 3.9504 4.8661 -8.7745
H 4.2859 4.8951 -7.0447
C 5.4760 1.7447 0.1591
C 6.0405 2.6713 -0.9127
C 7.3397 3.3656 -0.4823
C 7.1216 4.1957 0.7009
N 6.9223 4.8199 1.6373
H 5.2186 2.2972 1.0647
H 4.5704 1.2514 -0.1969
H 6.1966 0.9714 0.4299
H 5.2965 3.4294 -1.1694
H 6.2391 2.0981 -1.8202
H 7.7152 4.0032 -1.2827
H 8.1112 2.6300 -0.2510

=====

No. 4
10
Properties=species:S:1:pos:R:3 method="wB97M-V/def2-TZVPD" relative_energy_kcal_mol=124.3 charge=0 orbital_gap_ev=8.16
N -1.4432 1.3338 -1.1321
C -0.6366 0.6189 -0.4928
O -0.1529 -0.5355 -0.9094
C 0.7196 -1.2804 -0.0685
C 0.9983 -0.5315 1.2137
N 0.4379 0.5452 1.3586
H -1.6919 2.1891 -0.6439
H -0.1320 1.3536 1.1171
H 1.6538 -1.4548 -0.6081
H 0.2470 -2.2383 0.1653

=====

No. 5
62
Properties=species:S:1:pos:R:3 method="wB97M-V/def2-TZVPD" relative_energy_kcal_mol=62.2 charge=-2 orbital_gap_ev="3.82 / 3.81"
Ba 0.5642 0.5349 -1.7587
C -1.9744 -4.6918 -4.2361
C -2.7909 -3.6014 -4.5196
C -2.7276 -2.4550 -3.7480
C -1.8452 -2.3735 -2.6659
C -1.0210 -3.4674 -2.3914
C -1.0871 -4.6111 -3.1696
N -1.8540 -1.2574 -1.8160
N -1.8859 -0.1547 -2.4414
C -2.3982 0.9375 -1.6871
C -3.5594 0.7069 -0.9382
C -4.2234 1.7724 -0.3463
C -3.6894 3.0473 -0.4809
C -2.4820 3.2287 -1.1552
C -1.7519 2.2070 -1.7825
H -2.0235 -5.5877 -4.8435
H -3.4813 -3.6449 -5.3543
H -3.3473 -1.5939 -3.9633
H -0.3287 -3.4121 -1.5634
H -0.4295 -5.4430 -2.9446
H -3.9485 -0.3051 -0.8733
H -5.1408 1.6082 0.2089
H -4.1930 3.8977 -0.0253
H -2.0779 4.2428 -1.1629
C -1.1710 -1.2993 1.7576
Si 0.6943 -1.0987 1.6967
C 1.4047 -2.4271 0.5305
C 1.2690 -1.6135 3.4407
C 1.2794 0.5276 1.1803
C 2.7540 0.5907 0.8331
C 3.8011 0.6227 1.7687
C 5.1109 0.7022 1.3411
C 5.3901 0.7486 -0.0093
C 4.3257 0.7070 -0.8946
N 3.0614 0.6281 -0.4950
Si 0.5897 2.1135 1.7500
C 1.1824 2.5969 3.4966
C 1.1595 3.5225 0.6001
C -1.2649 2.1250 1.9270
H -1.4038 -2.3568 1.9264
H -1.6557 -1.0015 0.8257
H -1.6060 -0.7233 2.5767
H 1.0570 -3.4255 0.8184
H 2.4972 -2.4201 0.5384
H 1.0752 -2.2715 -0.5025
H 0.9175 -2.6148 3.7184
H 0.8826 -0.9000 4.1749
H 2.3603 -1.6042 3.5203
H 3.5343 0.5849 2.8187
H 5.9239 0.7296 2.0602
H 6.4097 0.8135 -0.3704
H 4.4744 0.7350 -1.9695
H 2.2723 2.6760 3.5547
H 0.8709 1.8215 4.2033
H 0.7554 3.5515 3.8270
H 2.2498 3.6093 0.6105
H 0.7349 4.4780 0.9267
H 0.8351 3.3763 -0.4388
H -1.5636 1.5112 2.7815
H -1.7865 1.7626 1.0442
H -1.6043 3.1484 2.1137
O 0.8795 0.4893 -4.0233

=====

No. 6
16
Properties=species:S:1:pos:R:3 method="wB97M-V/def2-TZVPD" relative_energy_kcal_mol=86.2 charge=0 smiles="C/C(NN)=C(/N)O" orbital_gap_ev=8.94
C -0.0667 -1.8111 -0.0456
N 1.3351 0.3671 0.5364
C -0.9126 0.6230 0.0934
C -0.0711 -0.3564 0.2686
N 2.0868 0.7167 -0.6111
N -0.8847 1.9681 0.2884
O -2.3471 -0.0218 0.2079
H -2.4227 -0.7818 -0.3799
H 1.8907 -0.3028 1.0627
H 2.0622 -0.0054 -1.3358
H 1.6878 1.5633 -1.0036
H -1.7447 2.4573 0.0891
H -0.4587 2.2269 1.1682
H -1.0320 -2.2985 0.0908
H 0.6042 -2.3322 0.6362
H 0.2736 -2.0123 -1.0658

=====

No. 7
83
Properties=species:S:1:pos:R:3 method="wB97M-V/def2-TZVPD" charge=+1 s2=2.05 spin_multiplicity=3 orbital_gap_ev="7.00 / 6.09"
Au 1.1093 -1.1254 0.1019
O -2.5209 3.6537 2.8412
C -1.9077 2.7689 2.0321
C -0.8475 3.1028 1.1934
C -0.2944 2.1043 0.4178
N -0.7193 0.8371 0.4195
C -1.7335 0.5573 1.2161
Br -2.3413 -1.2390 1.2192
C -2.3690 1.4594 2.0470
H -2.1383 4.5312 2.7372
H -0.4639 4.1151 1.1457
H 0.5361 2.3276 -0.2433
H -3.1952 1.1737 2.6818
S 1.0069 -2.3818 -1.8861
C 2.0019 -1.5803 -2.9668
N 2.0902 -2.0866 -4.1973
N 2.6598 -1.4265 -5.1653
C 2.8270 -0.0071 -5.3239
C 1.7811 0.8534 -5.0105
C 1.9476 2.2138 -5.2088
C 3.1374 2.7054 -5.7343
C 4.1624 1.8325 -6.0650
C 4.0123 0.4669 -5.8579
N 2.8219 -0.4670 -2.6569
N 2.5886 0.0747 -1.5818
C 3.4337 1.1715 -1.2653
C 3.3935 1.6221 0.0496
C 4.1827 2.6957 0.4297
C 4.9891 3.3239 -0.5102
C 5.0100 2.8798 -1.8286
C 4.2375 1.7995 -2.2154
H 2.7450 -1.9839 -6.0017
H 0.8499 0.4595 -4.6233
H 1.1384 2.8912 -4.9696
H 3.2577 3.7689 -5.8959
H 5.0861 2.2096 -6.4842
H 4.8131 -0.2228 -6.0959
H 2.7443 1.1160 0.7568
H 4.1672 3.0456 1.4544
H 5.6014 4.1678 -0.2185
H 5.6320 3.3820 -2.5586
H 4.2392 1.4492 -3.2392
C 1.8232 -0.9188 6.1982
C 1.0975 -0.7216 4.8625
C 1.0197 0.7813 4.5272
C -0.3674 -1.1675 5.0151
P 1.8522 -1.6067 3.3909
N 1.0987 -0.9754 2.1131
C 1.4302 -3.4386 3.3680
C 1.6119 -4.1062 4.7377
C 2.3144 -4.1687 2.3455
C -0.0180 -3.6259 2.8832
C 3.7123 -1.3110 3.3254
C 3.9843 0.1713 3.6315
C 4.5167 -2.1706 4.3114
C 4.2465 -1.5571 1.9028
H 1.2306 -0.4387 6.9807
H 2.8075 -0.4560 6.2141
H 1.9317 -1.9675 6.4702
H 0.4334 1.2643 5.3130
H 0.5106 0.9386 3.5746
H 1.9869 1.2750 4.4965
H -0.8327 -0.5154 5.7580
H -0.4749 -2.1875 5.3732
H -0.9165 -1.0518 4.0783
H 2.6223 -4.0029 5.1288
H 1.4170 -5.1740 4.6130
H 0.9148 -3.7372 5.4850
H 3.3472 -4.2593 2.6725
H 2.2836 -3.6921 1.3644
H 1.9200 -5.1819 2.2392
H -0.7611 -3.2118 3.5556
H -0.1984 -4.7016 2.8108
H -0.1660 -3.1865 1.8967
H 3.8021 0.4281 4.6717
H 3.3933 0.8343 2.9976
H 5.0390 0.3673 3.4269
H 4.2037 -2.0434 5.3453
H 5.5650 -1.8667 4.2470
H 4.4757 -3.2292 4.0644
H 3.6528 -1.0452 1.1443
H 4.3008 -2.6087 1.6421
H 5.2634 -1.1591 1.8607

=====

No. 8
103
Properties=species:S:1:pos:R:3 method="wB97M-V/def2-TZVPD" relative_energy_kcal_mol=0.6 charge=-1 orbital_gap_ev=5.17
Pb -0.1974 0.2549 1.9184
C -4.3856 -5.6675 -1.3051
C -3.9985 -4.6814 -2.2028
C -3.2463 -3.5998 -1.7662
C -2.8662 -3.4983 -0.4305
C -3.2518 -4.4938 0.4633
C -4.0117 -5.5722 0.0296
C -2.0434 -2.3380 0.0365
C -0.6684 -2.5621 0.1846
C 0.0022 -3.7778 -0.2165
C 1.3277 -3.5694 -0.0568
C 1.4871 -2.2202 0.4389
C 2.7231 -1.5824 0.5954
C 3.9420 -2.4195 0.3545
C 4.5316 -2.4603 -0.9057
C 5.6518 -3.2487 -1.1316
C 6.1936 -4.0023 -0.0984
C 5.6081 -3.9689 1.1600
C 4.4853 -3.1822 1.3844
C 2.9272 -0.2140 0.8188
N 1.9618 0.7108 1.0862
C 2.5544 1.9379 1.1094
C 1.9003 3.1741 1.2218
C 2.7746 4.3850 1.3054
C 2.9297 5.2241 0.2040
C 3.7589 6.3353 0.2735
C 4.4419 6.6233 1.4481
C 4.2926 5.7926 2.5507
C 3.4667 4.6788 2.4772
C 0.5175 3.3851 1.1523
C -0.1219 4.6834 1.1427
C -1.4500 4.4690 0.9992
C -1.6404 3.0381 0.9184
N -0.4358 2.4201 1.0413
C -2.8709 2.4052 0.7059
C -3.0665 1.0367 0.4852
C -4.3114 0.4516 0.0365
C -4.0814 -0.8663 -0.1578
C -2.6934 -1.1056 0.1729
N -2.1221 0.0619 0.5790
C -4.0856 3.2758 0.6479
C -4.9562 3.3277 1.7340
C -6.0906 4.1268 1.6925
C -6.3703 4.8799 0.5592
C -5.5123 4.8251 -0.5310
C -4.3762 4.0281 -0.4861
C 3.9742 1.7773 0.8999
C 4.2033 0.4531 0.7214
N 0.2578 -1.6559 0.6074
H -4.9758 -6.5094 -1.6448
H -4.2727 -4.7510 -3.2480
H -2.9408 -2.8340 -2.4690
H -2.9478 -4.4183 1.5015
H -4.3087 -6.3403 0.7335
H -0.4899 -4.6512 -0.6148
H 2.1394 -4.2421 -0.2852
H 4.0979 -1.8797 -1.7124
H 6.0973 -3.2798 -2.1177
H 7.0662 -4.6190 -0.2748
H 6.0227 -4.5590 1.9681
H 4.0156 -3.1585 2.3615
H 2.3981 4.9928 -0.7122
H 3.8758 6.9747 -0.5929
H 5.0892 7.4894 1.5029
H 4.8227 6.0114 3.4698
H 3.3493 4.0281 3.3362
H 0.3888 5.6291 1.2329
H -2.2350 5.2061 0.9391
H -5.2268 0.9932 -0.1421
H -4.7731 -1.6142 -0.5120
H -4.7356 2.7363 2.6152
H -6.7594 4.1588 2.5442
H -7.2552 5.5028 0.5235
H -5.7303 5.3994 -1.4231
H -3.7101 3.9763 -1.3400
H 4.6924 2.5809 0.8541
H 5.1434 -0.0332 0.5117
N -0.5797 -4.0986 4.6783
N 0.0102 -2.8577 4.8346
N 1.2660 -2.6368 4.5417
C 1.3481 -1.3324 4.7790
N 0.1790 -0.8046 5.1794
N -0.6676 -1.8050 5.2279
H -0.1175 -4.7662 5.2813
H -1.5587 -3.9942 4.9087
H 2.2510 -0.7619 4.6335
N 1.1427 1.0470 -2.0455
C 0.6939 0.2828 -3.1369
C 1.0560 0.5963 -4.4479
C 0.5497 -0.1387 -5.5103
C -0.3286 -1.1956 -5.2838
C -0.6821 -1.5106 -3.9853
C -0.1796 -0.7774 -2.9185
S -0.9174 -2.1803 -6.6618
O -1.4236 -1.2061 -7.6183
O 0.2688 -2.8925 -7.1187
O -1.9424 -3.0381 -6.0772
H 2.0795 1.4109 -2.0919
H 0.9146 0.6381 -1.1502
H 1.7352 1.4246 -4.6272
H 0.8164 0.1013 -6.5325
H -1.3558 -2.3436 -3.8323
H -0.4552 -1.0256 -1.8998

=====

No. 9
25
Properties=species:S:1:pos:R:3 method="wB97M-V/def2-TZVPD" relative_energy_kcal_mol=56.8 charge=0 smiles=Cc1ccc(C#[N+][O-])cc1.CC(F)F orbital_gap_ev=9.71
C -2.3118 -0.5514 -0.8147
C -2.0514 0.7269 1.1650
C -0.9757 -0.1855 -1.1773
C -0.7226 0.9535 0.8675
C -2.8035 -0.0877 0.3510
C -0.2161 0.6164 -0.3625
C -4.2392 -0.4582 0.8067
C 4.1466 -0.5411 -0.2327
C 1.1062 1.0051 -0.8167
C 2.7615 -0.8885 0.2369
N 1.9036 1.7143 -1.2382
O 2.7846 2.3773 -1.6916
F 2.7322 -2.0856 0.7933
F 2.3472 -0.0366 1.2196
H -2.9222 -1.1601 -1.4349
H -2.5470 0.9076 2.0214
H -0.6291 -0.2764 -2.2721
H -0.1296 1.5985 1.5499
H -4.7146 -0.6599 -0.1458
H -4.2322 -1.3722 1.3346
H -4.6768 0.3279 1.5386
H 4.0585 0.6098 -0.4235
H 4.8845 -0.8534 0.5411
H 4.4161 -0.7726 -1.2341
H 2.0305 -0.9080 -0.5815

=====

No. 10
12
Properties=species:S:1:pos:R:3 method="wB97M-V/def2-TZVPD" relative_energy_kcal_mol=57.4 charge=0 smiles="CCC(=O)C=O" orbital_gap_ev=9.52
C 1.6616 -0.7624 0.7175
C 0.4563 0.1714 0.4981
C -0.7509 -0.1631 -0.2529
O -0.9431 -0.9877 -1.1180
C -1.7182 1.1128 -0.1634
O -1.8049 1.8628 0.7775
H 1.4885 -1.4688 1.5528
H 1.9117 -1.3720 -0.1537
H 2.5449 -0.1844 1.0093
H 0.2320 1.0320 -0.3267
H 0.2576 0.8202 1.3470
H -2.3128 1.2234 -1.0865

=====

No. 11
61
Properties=species:S:1:pos:R:3 method="wB97M-V/def2-TZVPD" charge=+2 orbital_gap_ev="5.87 / 5.88"
Mo 0.8228 0.4862 0.3924
O 2.8800 0.1251 4.1096
C 2.3690 0.4882 2.9695
O 1.2739 0.0956 2.5470
C 3.0978 1.4501 2.1600
C 4.2414 2.1236 2.5750
C 4.7511 3.1383 1.7880
C 4.0490 3.4828 0.6379
C 2.9199 2.7664 0.2984
N 2.4515 1.7040 0.9985
C 2.0966 3.1147 -0.8693
O 2.3421 3.6503 -1.8872
O 0.8030 2.6221 -0.5393
H 2.2928 -0.4589 4.6132
H 4.6958 1.8472 3.5170
H 5.6442 3.6747 2.0749
H 4.3544 4.3117 0.0125
C 0.7832 0.7810 -3.5484
S 0.0590 0.8066 -1.8998
O 0.0111 2.4535 -1.7011
C -1.6571 0.5073 -2.2887
C -2.0721 -0.8130 -2.3706
C -3.4038 -1.0812 -2.6358
C -4.2992 -0.0329 -2.8100
C -3.8607 1.2828 -2.7471
C -2.5300 1.5696 -2.4842
H 0.2489 1.5136 -4.1526
H 0.6499 -0.2201 -3.9590
H 1.8393 1.0334 -3.4693
H -1.3562 -1.6159 -2.2592
H -3.7432 -2.1060 -2.7060
H -5.3424 -0.2439 -3.0025
H -4.5541 2.0978 -2.9032
H -2.1890 2.5940 -2.4281
C -1.5226 -1.2708 1.2327
C -1.6664 0.0605 1.9697
C -3.1406 0.3088 2.3017
C -1.0830 1.1943 1.1248
H -1.6948 -2.1021 1.9202
H 0.5104 -1.1678 1.3024
H -2.2724 -1.3191 0.4409
H -1.1082 0.0015 2.9062
H -3.7262 0.3710 1.3816
H -3.2537 1.2483 2.8410
H -3.5537 -0.4903 2.9201
H -0.9611 2.0963 1.7295
H -1.7688 1.4335 0.3053
C 1.2224 -2.5256 -1.0744
C 0.2395 -2.7337 0.0814
C 0.9730 -3.4316 1.2336
C -0.9322 -3.6129 -0.3436
N -0.1967 -1.3654 0.5718
H 1.7599 -3.4499 -1.2835
H 1.9707 -1.7649 -0.8071
H 0.7157 -2.2176 -1.9916
H 1.2862 -4.4310 0.9343
H 0.3228 -3.5343 2.1046
H 1.8691 -2.8732 1.5223
H -0.5346 -4.5310 -0.7751
H -1.5739 -3.1473 -1.0890
H -1.5497 -3.8944 0.5077

=====

Number 1: strongest force on any atom 6.24 eV Å⁻¹, total energy -12910.4404 eV. Number 2: strongest force on any atom 5.49 eV Å⁻¹, total energy -17969.9933 eV. Number 3: strongest force on any atom 1.11 eV Å⁻¹, total energy -45153.1986 eV. Number 4: strongest force on any atom 0.75 eV Å⁻¹, total energy -8198.4962 eV. Number 5: strongest force on any atom 2.85 eV Å⁻¹, total energy -48354.8309 eV. Number 6: strongest force on any atom 6.37 eV Å⁻¹, total energy -9771.8013 eV. Number 7: strongest force on any atom 0.73 eV Å⁻¹, total energy -136630.2638 eV. Number 8: strongest force on any atom 0.70 eV Å⁻¹, total energy -90615.6252 eV. Number 9: strongest force on any atom 3.60 eV Å⁻¹, total energy -19517.1676 eV. Number 10: strongest force on any atom 3.32 eV Å⁻¹, total energy -8337.9741 eV. Number 11: strongest force on any atom 2.74 eV Å⁻¹, total energy -49189.2740 eV.